Record 1
Entry from OMol25: a molecular structure, C20H24GdN5O2Sb at a distorted geometry (the ωB97M-V functional and the def2-TZVPD basis).

Summary:
Strongest force on any atom, Eh/bohr: 0.052
Total charge: +3
Energy above the lowest of the compared OMol25 structures with the same formula, charge and spin, eV: 5.4042
HOMO level (spin up / spin down), eV: -14.911 / -18.120
2S+1: 8
Expectation value of S²: 15.83

CARTESIAN COORDINATES (ANGSTROEM)
Gd (9.42850, 8.71433, 7.44346)
C (11.09698, 10.23092, 10.40337)
C (9.59865, 10.37384, 10.34246)
C (8.81818, 10.53122, 11.47587)
C (7.47788, 10.81124, 11.35418)
C (6.89506, 10.70844, 10.12712)
C (7.63593, 10.40686, 9.00152)
N (9.03682, 10.22593, 9.12177)
Sb (6.65192, 10.58880, 7.08871)
C (8.41691, 11.11941, 5.92577)
C (8.26844, 12.25336, 5.15414)
C (9.39127, 12.73882, 4.46927)
C (10.62820, 12.11580, 4.53649)
C (10.73970, 11.02544, 5.34120)
C (12.01688, 10.39837, 5.69850)
N (9.64845, 10.55261, 6.00632)
C (6.38033, 8.40963, 6.58434)
C (5.08772, 8.03401, 6.21496)
C (4.90812, 6.67001, 5.87168)
C (5.99768, 5.82072, 5.91637)
C (7.20424, 6.23881, 6.43449)
C (8.30520, 5.24882, 6.66006)
N (7.39921, 7.55172, 6.66581)
H (11.26802, 9.52701, 9.57700)
H (11.50267, 9.85228, 11.32699)
H (11.61812, 11.17552, 10.18320)
H (9.30070, 10.53952, 12.44162)
H (6.89570, 11.10945, 12.20882)
H (5.86418, 10.99591, 10.03275)
H (7.30828, 12.71887, 5.02762)
H (9.27608, 13.64645, 3.91491)
H (11.42751, 12.70222, 4.02694)
H (12.58883, 11.09712, 6.39681)
H (12.64304, 10.30572, 4.83630)
H (11.92214, 9.34477, 6.09888)
H (4.27792, 8.81455, 6.09438)
H (3.88910, 6.48425, 5.52455)
H (5.91205, 4.77718, 5.62872)
H (7.91796, 4.35863, 7.18330)
H (9.09545, 5.73333, 7.24620)
H (8.76576, 5.01329, 5.73065)
C (13.92098, 6.66129, 8.09113)
O (12.83993, 6.13890, 8.97997)
C (11.73204, 6.75533, 8.89310)
O (11.46311, 7.59774, 7.97056)
N (10.79284, 6.41887, 9.78167)
N (9.49997, 6.90674, 9.65198)
H (13.86562, 7.73154, 8.02625)
H (13.76779, 6.16847, 7.15747)
H (14.82060, 6.29733, 8.55163)
H (11.00376, 5.71585, 10.52905)
H (9.13381, 7.25011, 10.54535)
H (8.91358, 6.02824, 9.54879)

Atoms 1-2, force components in eV/Å:
Gd 1.0 -1.4 -0.1
C -0.9 -0.1 -1.0

***

Record 2
Entry from OMol25: a molecular structure, C20H24N2O2S at a distorted geometry (the ωB97M-V functional and the def2-TZVPD basis).

Summary:
Strongest force on any atom, Eh/bohr: 0.380
Energy above the lowest of the compared OMol25 structures with the same formula, charge and spin, eV: 16.8567
HOMO level, eV: -7.781

CARTESIAN COORDINATES (ANGSTROEM)
C (4.74001, -0.05844, -3.07386)
H (5.05000, -0.22730, -2.06657)
H (5.39437, -0.33193, -3.73811)
H (4.31322, 0.90310, -3.21798)
C (3.42432, -1.13201, -3.49664)
N (2.64856, -0.94539, -2.34424)
C (1.96964, -2.05146, -2.09731)
H (0.89064, -2.40266, -2.65979)
C (1.47521, -2.47177, -0.57767)
N (0.23271, -1.60191, -0.24033)
C (-0.01110, -1.38075, 1.10496)
C (0.54871, -1.91008, 2.11794)
C (-0.10211, -1.37005, 3.23861)
C (-1.01012, -0.57028, 3.64681)
C (-1.74369, -0.12432, 2.36089)
C (-1.13286, -0.25946, 1.10193)
C (-1.89718, 0.36761, -0.14986)
O (-1.52958, -0.10483, -1.24626)
C (-2.83291, 1.28445, 0.16666)
C (-3.24645, 1.83181, 1.29925)
C (-4.26101, 2.77269, 1.18735)
C (-4.32283, 3.55606, 0.14031)
C (-3.85609, 3.11290, -1.00889)
C (-2.90267, 2.15807, -1.06005)
H (-2.66707, 1.46115, -2.00083)
H (-4.21232, 3.67380, -1.95829)
H (-5.29449, 4.47125, -0.02313)
H (-4.68743, 3.02703, 2.31420)
S (-2.95390, 1.06815, 2.73099)
C (-1.54960, -0.11695, 4.95157)
O (-2.92433, -0.56298, 5.16816)
H (-3.15431, -1.47184, 4.79229)
H (-1.44089, 0.87134, 5.17188)
H (-1.00264, -0.69146, 5.57550)
H (0.53824, -1.76110, 4.20712)
H (1.38481, -2.50619, 2.23311)
H (-0.38129, -1.38367, -1.03961)
H (1.48031, -3.24720, -0.19614)
H (2.35714, -2.02522, 0.09769)
H (2.66855, -3.11976, -2.21478)
C (1.81113, 0.38426, -2.28309)
H (2.35343, 0.86684, -3.16901)
H (0.82039, -0.02146, -2.50903)
C (2.01657, 1.16820, -1.22311)
H (3.12379, 1.22474, -1.04218)
H (1.55382, 0.63202, -0.15715)
H (1.34907, 2.10672, -1.21242)
H (3.00836, -0.82669, -4.34029)
H (3.96386, -2.26504, -3.26061)

Atoms 1-2, force components in eV/Å:
C -5.6 -1.4 0.8
H 0.0 -0.3 0.5

***

Record 3
Entry from OMol25: a single C20H24N2O2S molecule (the ωB97M-V functional and the def2-TZVPD basis).

Summary:
Strongest force on any atom, Eh/bohr: 0.013
Energy above the lowest of the compared OMol25 structures with the same formula, charge and spin, eV: 0.0008
HOMO level, eV: -7.906
SMILES string: Cc1ccc(SCCC(=O)Nc2ccccc2C(=O)NC(C)C)cc1

CARTESIAN COORDINATES (ANGSTROEM)
C (-1.00077, 2.46675, 4.48709)
C (-0.45919, 2.93240, 3.16940)
C (0.14719, 2.05222, 2.28621)
C (0.64861, 2.48086, 1.06995)
C (0.53146, 3.81349, 0.70790)
C (-0.07453, 4.70866, 1.58479)
C (-0.55722, 4.27092, 2.80033)
H (-1.02248, 4.97649, 3.47385)
H (-0.15647, 5.74711, 1.30149)
S (1.15757, 4.49092, -0.80836)
C (1.21313, 3.05843, -1.93690)
C (-0.18146, 2.53510, -2.26437)
C (-0.05239, 1.29848, -3.14248)
O (-0.15913, 1.33206, -4.34764)
N (0.22514, 0.18654, -2.40706)
C (0.47990, -1.10951, -2.83024)
C (0.67402, -1.42805, -4.17408)
C (0.97789, -2.72023, -4.55041)
C (1.10042, -3.71925, -3.59681)
C (0.88144, -3.42248, -2.26619)
C (0.55056, -2.13139, -1.86037)
C (0.28719, -1.82606, -0.42864)
O (0.50862, -0.72419, 0.06943)
N (-0.23860, -2.83229, 0.29314)
H (-0.48114, -3.69709, -0.16341)
C (-0.59015, -2.71149, 1.69475)
C (0.11325, -3.80124, 2.49901)
H (1.18988, -3.74157, 2.35908)
H (-0.22692, -4.78593, 2.18307)
H (-0.10572, -3.68428, 3.55657)
C (-2.10649, -2.78421, 1.86229)
H (-2.58938, -2.00511, 1.27734)
H (-2.47988, -3.75178, 1.53140)
H (-2.37392, -2.64921, 2.90649)
H (-0.23133, -1.72588, 2.00783)
H (1.00538, -4.20215, -1.52770)
H (1.36577, -4.72380, -3.88898)
H (1.13650, -2.94712, -5.59376)
H (0.59240, -0.64574, -4.90993)
H (0.26509, 0.27605, -1.38879)
H (-0.73686, 3.29867, -2.81005)
H (-0.71561, 2.29370, -1.34278)
H (1.70108, 3.43862, -2.83412)
H (1.84550, 2.28931, -1.49369)
H (1.12915, 1.75647, 0.43313)
H (0.24321, 1.00708, 2.54109)
H (-0.61812, 3.08578, 5.29711)
H (-2.08825, 2.54140, 4.49719)
H (-0.72435, 1.43254, 4.67681)

Atoms 1-2, force components in eV/Å:
C 0.0 0.0 0.0
C 0.0 0.0 0.0

***

Record 4
Entry from OMol25: a single C20H24N2O3 molecule (the ωB97M-V functional and the def2-TZVPD basis).

Summary:
Strongest force on any atom, Eh/bohr: 0.015
Energy above the lowest of the compared OMol25 structures with the same formula, charge and spin, eV: 0.5117
HOMO level, eV: -9.126
SMILES string: C[C@H]1[C@H](C)CCC[C@H]1NC(=O)COC(=O)c1ccc2ccccc2n1

CARTESIAN COORDINATES (ANGSTROEM)
C (-4.23218, -1.12834, -2.05744)
H (-4.97395, -1.86885, -2.34950)
H (-3.63826, -0.87725, -2.93331)
H (-4.75426, -0.23213, -1.73723)
C (-3.33614, -1.68970, -0.95346)
C (-4.15041, -2.11471, 0.27375)
C (-4.69401, -0.92549, 1.05926)
C (-3.56236, 0.00981, 1.47135)
H (-2.88238, -0.50414, 2.15301)
H (-3.96584, 0.87954, 1.99413)
C (-2.79888, 0.47705, 0.23478)
N (-1.76150, 1.41534, 0.61227)
C (-1.56483, 2.57658, -0.02522)
O (-2.26122, 3.00652, -0.91983)
C (-0.34329, 3.36093, 0.49781)
H (-0.36810, 3.40696, 1.59189)
H (-0.35515, 4.36226, 0.06567)
O (0.88161, 2.77080, 0.06881)
C (1.37095, 1.75470, 0.78511)
O (0.82345, 1.30020, 1.76200)
C (2.66028, 1.25324, 0.23204)
N (3.26093, 0.33414, 0.94636)
C (4.42660, -0.16932, 0.51364)
C (5.07097, -1.15356, 1.29458)
C (6.26051, -1.68417, 0.88276)
C (6.85651, -1.26182, -0.31835)
C (6.25659, -0.31161, -1.09731)
C (5.03045, 0.25915, -0.70392)
C (4.35342, 1.24389, -1.45301)
C (3.16887, 1.74668, -0.99081)
H (2.61826, 2.49864, -1.53153)
H (4.78115, 1.58896, -2.38423)
H (6.71113, 0.01604, -2.02149)
H (7.79726, -1.69685, -0.62177)
H (6.75627, -2.43575, 1.47901)
H (4.59354, -1.46011, 2.21144)
H (-1.11290, 1.13036, 1.33628)
H (-3.47588, 1.03895, -0.41703)
C (-2.21813, -0.70293, -0.56882)
C (-1.07986, -1.41502, 0.16475)
H (-1.41474, -1.85101, 1.10115)
H (-0.68776, -2.21618, -0.45858)
H (-0.26102, -0.73346, 0.38137)
H (-1.80116, -0.28624, -1.49368)
H (-5.21828, -1.28433, 1.94749)
H (-5.41428, -0.37587, 0.45151)
H (-3.51940, -2.71480, 0.93213)
H (-4.97847, -2.74878, -0.04999)
H (-2.85408, -2.58833, -1.35786)

Atoms 1-2, force components in eV/Å:
C 0.2 -0.1 0.2
H -0.1 0.0 -0.1

***

Number 1: E -2205.56657 Eh. Number 2: E -1434.14451 Eh. Number 3: E -1434.76395 Eh. Number 4: E -1111.80906 Eh.